A single C7H7NO molecule, computed with ωB97M-V with the def2-TZVPD basis set.

Last column: Löwdin charge in e.
Cartesian coordinates (Å):
C (0.413, 2.203, -0.046)  -0.04
C (0.207, 0.731, 0.056)  -0.24
C (1.361, -0.024, -0.055)  -0.03
C (1.312, -1.460, 0.038)  -0.07
C (0.136, -2.131, -0.032)  -0.07
C (-1.057, -1.362, 0.006)  0.02
C (-1.010, 0.045, 0.116)  -0.20
N (-2.252, 0.740, 0.099)  0.00
O (-3.250, 0.109, -0.166)  -0.01
H (1.222, 2.403, -0.804)  0.11
H (0.738, 2.548, 0.877)  0.06
H (-0.573, 2.580, -0.230)  0.06
H (2.294, 0.599, 0.033)  0.13
H (2.249, -1.970, 0.149)  0.10
H (0.210, -3.185, 0.023)  0.09
H (-1.999, -1.825, -0.064)  0.09

Calculated values
SMILES   Cc1ccccc1N=O
HOMO energy   -8.9 eV
ΔE to the lowest compared entry with this formula, charge and spin   49.4 kcal per mole
Orbital gap   8.3 eV
Multiplicity   1
E_tot   -400.831996 hartree

---

A single C4H7N molecule, computed with ωB97M-V with the def2-TZVPD basis set.

Last column: Löwdin charge in e.
Cartesian coordinates (Å):
C (-0.709, 1.496, 1.722)  -0.06
N (0.431, 1.430, 1.175)  -0.04
C (0.567, 0.609, 0.019)  -0.19
C (0.191, -0.670, -0.123)  -0.17
C (0.147, -1.319, -1.490)  -0.10
H (-1.279, 2.381, 1.981)  0.07
H (-1.065, 0.484, 1.950)  0.07
H (1.345, 1.022, -0.622)  0.11
H (0.122, -1.232, 0.806)  0.10
H (-0.865, -1.712, -1.607)  0.07
H (0.915, -2.057, -1.682)  0.07
H (0.200, -0.434, -2.128)  0.07

Calculated values
SMILES   C=N/C=C/C
HOMO energy   -8.2 eV
ΔE to the lowest compared entry with this formula, charge and spin   75.7 kcal per mole
Orbital gap   8.6 eV
Multiplicity   1
E_tot   -211.240027 hartree

---

2 unconnected molecules or ions with the total composition C4H10O3, computed with ωB97M-V with the def2-TZVPD basis set.

Last column: Löwdin charge in e.
Cartesian coordinates (Å):
O (3.807, 0.081, -0.305)  0.04
C (3.041, 0.524, 0.525)  -0.26
C (1.531, 0.274, 0.427)  -0.15
C (1.066, 0.960, -0.833)  -0.21
C (-0.386, 1.160, -0.994)  -0.34
O (-0.724, 2.305, -0.328)  -0.08
H (3.343, 1.188, 1.474)  0.15
H (0.996, 0.571, 1.293)  0.10
H (1.506, -0.786, 0.287)  0.11
H (1.507, 1.859, -1.039)  0.09
H (1.472, 0.475, -1.784)  0.15
H (-0.817, 1.151, -1.973)  0.11
H (-0.945, 0.301, -0.539)  0.13
H (-1.604, 2.725, -0.642)  0.15
O (-4.305, -4.461, 1.563)  -0.05
H (-5.051, -4.824, 1.140)  0.00
H (-4.435, -3.502, 1.726)  0.05

Calculated values
SMILES   O=CCCCO.O
HOMO energy   -9.7 eV
ΔE to the lowest compared entry with this formula, charge and spin   53.3 kcal per mole
Orbital gap   10.4 eV
Multiplicity   1
E_tot   -384.064641 hartree

---

A molecular structure, C22H20BN5O2PdS2Se, computed with ωB97M-V with the def2-TZVPD basis set.

Last column: Löwdin charge in e.
Cartesian coordinates (Å):
Pd (-0.308, 1.331, -0.517)  0.61
C (-3.333, 5.633, -1.428)  -0.36
S (-2.300, 5.611, 0.054)  1.00
C (-1.285, 4.245, -0.161)  -0.86
S (-1.376, 3.237, -1.691)  1.07
N (-0.420, 3.989, 0.748)  -0.01
N (0.409, 2.933, 0.518)  -0.14
C (1.633, 2.984, 0.856)  0.00
C (2.589, 1.935, 0.442)  -0.27
C (3.892, 1.961, 0.888)  0.01
C (4.783, 1.006, 0.412)  -0.01
C (4.330, 0.071, -0.498)  -0.01
C (2.995, 0.123, -0.895)  -0.11
N (2.143, 1.034, -0.438)  0.05
H (-3.984, 6.494, -1.284)  0.06
H (-3.948, 4.739, -1.496)  0.04
H (-2.745, 5.789, -2.328)  0.05
H (1.978, 3.867, 1.393)  0.16
H (4.208, 2.722, 1.593)  0.13
H (5.815, 1.006, 0.737)  0.13
H (4.992, -0.678, -0.914)  0.12
H (2.608, -0.584, -1.619)  0.12
O (-3.387, 2.106, 0.051)  0.16
B (-2.527, 1.955, -1.000)  -1.01
O (-2.583, 0.700, -1.601)  0.10
C (-3.560, 0.028, -0.846)  -0.20
C (-4.028, -1.251, -1.014)  0.01
C (-5.010, -1.663, -0.115)  -0.05
C (-5.479, -0.817, 0.887)  -0.04
C (-4.996, 0.482, 1.035)  0.04
C (-4.031, 0.868, 0.140)  -0.18
H (-3.678, -1.887, -1.817)  0.13
H (-5.427, -2.656, -0.208)  0.12
H (-6.248, -1.171, 1.561)  0.12
H (-5.364, 1.152, 1.800)  0.14
C (-0.414, -2.334, -0.958)  0.02
N (0.653, -2.261, 0.044)  -0.04
C (0.709, -1.388, 1.052)  -0.66
Se (-0.522, -0.024, 1.459)  0.89
N (1.781, -1.672, 1.793)  0.15
C (2.459, -2.763, 1.263)  -0.17
C (3.607, -3.434, 1.668)  0.01
C (4.000, -4.498, 0.885)  -0.04
C (3.273, -4.881, -0.259)  -0.04
C (2.133, -4.214, -0.654)  0.01
C (1.738, -3.139, 0.137)  -0.15
H (-0.491, -1.401, -1.506)  0.08
H (-1.365, -2.550, -0.477)  0.10
H (-0.175, -3.126, -1.661)  0.10
H (2.024, -1.159, 2.627)  0.17
H (4.157, -3.144, 2.553)  0.13
H (4.884, -5.057, 1.158)  0.12
H (3.617, -5.727, -0.838)  0.12
H (1.579, -4.525, -1.529)  0.12

Calculated values
HOMO energy (spin up / spin down)   -14.1 / -14.1 eV
ΔE to the lowest compared entry with this formula, charge and spin   38.2 kcal per mole
Orbital gap (spin up / spin down)   6.0 / 6.0 eV
Multiplicity   1
Net charge   +2
E_tot   -4624.720502 hartree

---

A molecular structure, C15H34FeNO4, computed with ωB97M-V with the def2-TZVPD basis set.

Last column: Löwdin charge in e.
Cartesian coordinates (Å):
Fe (-0.800, -0.858, 0.204)  1.03
C (-4.251, 1.184, 0.454)  -0.09
C (-2.852, 1.612, 0.060)  -0.41
O (-1.892, 0.634, 0.185)  -0.34
H (-4.749, 0.533, -0.259)  0.07
H (-4.866, 2.090, 0.535)  0.07
H (-4.250, 0.800, 1.476)  0.07
H (-2.562, 2.507, 0.635)  0.10
H (-2.879, 1.945, -0.994)  0.11
C (-2.013, -4.004, 1.114)  -0.10
C (-1.674, -3.019, 2.222)  -0.38
O (-1.244, -1.798, 1.731)  -0.32
H (-2.828, -3.642, 0.485)  0.07
H (-2.257, -4.998, 1.496)  0.07
H (-1.144, -4.108, 0.457)  0.06
H (-0.877, -3.461, 2.839)  0.11
H (-2.555, -2.884, 2.865)  0.11
C (0.281, -3.325, -2.856)  -0.09
C (-1.028, -2.748, -2.362)  -0.40
O (-0.949, -1.939, -1.264)  -0.33
H (0.153, -3.851, -3.806)  0.07
H (0.670, -4.095, -2.179)  0.07
H (1.088, -2.605, -2.994)  0.05
H (-1.757, -3.568, -2.249)  0.11
H (-1.498, -2.189, -3.194)  0.11
C (2.790, 1.295, 1.868)  -0.02
C (1.306, 1.311, 1.440)  -0.49
C (0.887, 2.787, 1.258)  -0.12
C (1.429, 3.409, -0.021)  -0.17
C (1.017, 2.532, -1.198)  -0.13
C (1.493, 1.091, -1.080)  -0.48
N (1.024, 0.545, 0.200)  -0.10
O (1.319, -0.836, 0.394)  -0.04
C (0.938, 0.333, -2.286)  -0.03
C (3.043, 1.016, -1.242)  0.00
C (0.464, 0.764, 2.576)  -0.04
H (3.374, 2.052, 1.352)  0.08
H (3.246, 0.316, 1.694)  0.07
H (2.817, 1.432, 2.947)  0.09
H (-0.199, 2.850, 1.296)  0.12
H (1.346, 3.279, 2.117)  0.13
H (2.484, 3.680, 0.000)  0.11
H (0.864, 4.329, -0.209)  0.12
H (1.280, 2.949, -2.168)  0.13
H (-0.079, 2.497, -1.163)  0.12
H (1.306, 0.792, -3.203)  0.10
H (1.388, -0.661, -2.299)  0.06
H (-0.144, 0.217, -2.300)  0.08
H (3.518, 1.983, -1.397)  0.09
H (3.535, 0.514, -0.408)  0.06
H (3.313, 0.369, -2.077)  0.08
H (-0.598, 0.716, 2.330)  0.07
H (0.541, 1.407, 3.457)  0.10
H (0.776, -0.225, 2.917)  0.09
H (2.259, -0.954, 0.601)  0.12

Calculated values
HOMO energy (spin up / spin down)   -8.7 / -8.3 eV
ΔE to the lowest compared entry with this formula, charge and spin   9.1 kcal per mole
Orbital gap (spin up / spin down)   9.1 / 8.6 eV
Multiplicity   6
E_tot   -2211.268565 hartree

---

A single C4H7NO molecule, computed with ωB97M-V with the def2-TZVPD basis set.

Last column: Löwdin charge in e.
Cartesian coordinates (Å):
C (-1.791, -0.125, -0.040)  -0.05
C (-0.318, -0.200, 0.304)  -0.32
N (0.716, -0.890, -0.529)  0.00
C (1.723, 0.146, -0.179)  -0.11
C (0.512, 1.045, 0.007)  -0.37
O (0.231, 2.170, -0.292)  0.12
H (-2.294, -1.096, -0.027)  0.07
H (-1.963, 0.365, -1.002)  0.08
H (-2.253, 0.500, 0.735)  0.09
H (-0.201, -0.487, 1.361)  0.15
H (0.962, -1.820, -0.207)  0.10
H (2.469, 0.417, -0.929)  0.11
H (2.207, -0.025, 0.798)  0.12

Calculated values
SMILES   C[C@H]1NCC1=O
HOMO energy   -9.7 eV
ΔE to the lowest compared entry with this formula, charge and spin   43.0 kcal per mole
Orbital gap   10.4 eV
Multiplicity   1
E_tot   -286.563156 hartree

---

13 unconnected molecules or ions with the total composition C22H23BCl36N2O, computed with ωB97M-V with the def2-TZVPD basis set.

Last column: Löwdin charge in e.
Cartesian coordinates (Å):
C (3.680, -0.216, -0.571)  -0.14
C (4.018, 1.087, -1.411)  -0.17
B (2.923, 2.279, -1.237)  -0.48
O (3.214, 3.633, -1.528)  0.05
C (1.452, 1.801, -0.750)  -0.08
C (0.962, 2.348, 0.583)  -0.01
C (-0.342, 1.886, 1.040)  0.01
C (-1.192, 0.927, 0.251)  -0.20
N (-2.405, 0.552, 0.818)  0.08
C (-3.096, -0.327, 0.042)  -0.12
C (-2.604, -0.800, -1.285)  -0.17
N (-1.423, -0.471, -1.878)  0.11
C (-0.728, 0.404, -1.048)  -0.19
C (0.631, 0.861, -1.522)  0.04
H (3.094, -0.926, -1.219)  0.07
H (4.632, -0.761, -0.283)  0.07
H (3.132, -0.023, 0.389)  0.07
H (5.065, 1.433, -1.186)  0.06
H (4.001, 0.849, -2.521)  0.06
H (4.148, 3.827, -1.330)  0.05
H (1.615, 3.037, 1.163)  0.06
H (-0.705, 2.266, 2.031)  0.11
H (-4.082, -0.693, 0.433)  0.11
H (-3.279, -1.502, -1.855)  0.01
H (1.071, 0.488, -2.488)  0.11
C (4.300, 1.537, -6.028)  -1.53
Cl (5.204, 2.377, -4.762)  0.54
Cl (5.363, 0.461, -6.942)  0.52
Cl (2.949, 0.633, -5.333)  0.53
H (3.898, 2.280, -6.710)  0.01
C (5.707, 3.143, 1.613)  -1.47
Cl (6.683, 3.278, 0.144)  0.57
Cl (4.114, 3.870, 1.370)  0.64
Cl (5.549, 1.453, 2.105)  0.59
H (6.212, 3.685, 2.408)  0.02
C (8.067, -0.084, 4.296)  -1.56
Cl (8.964, 0.754, 5.569)  0.50
Cl (9.134, -1.166, 3.393)  0.52
Cl (6.708, -0.982, 4.983)  0.52
H (7.673, 0.658, 3.610)  -0.05
C (-6.734, -1.788, -2.838)  -1.50
Cl (-7.413, -0.492, -1.846)  0.54
Cl (-5.325, -2.504, -2.042)  0.59
Cl (-7.953, -3.023, -3.168)  0.52
H (-6.412, -1.362, -3.784)  -0.01
C (-1.931, -1.558, 3.562)  -1.55
Cl (-1.039, -0.718, 4.837)  0.52
Cl (-0.862, -2.648, 2.670)  0.49
Cl (-3.300, -2.448, 4.242)  0.52
H (-2.316, -0.815, 2.868)  -0.03
C (-5.545, 2.535, -3.624)  -1.50
Cl (-4.479, 1.551, -2.612)  0.56
Cl (-4.616, 3.766, -4.488)  0.52
Cl (-6.442, 1.515, -4.761)  0.49
H (-6.260, 3.039, -2.980)  0.02
C (9.775, 1.466, 9.466)  -1.52
Cl (10.758, 1.597, 8.002)  0.49
Cl (8.181, 2.190, 9.210)  0.47
Cl (9.616, -0.224, 9.959)  0.53
H (10.275, 2.008, 10.263)  0.01
C (-4.163, 0.148, -7.829)  -1.53
Cl (-4.616, -1.291, -6.903)  0.51
Cl (-5.310, 0.426, -9.145)  0.53
Cl (-4.072, 1.561, -6.773)  0.49
H (-3.181, -0.020, -8.261)  0.01
C (-8.761, -6.900, -1.752)  -1.54
Cl (-7.376, -5.804, -1.749)  0.49
Cl (-10.149, -6.143, -2.544)  0.52
Cl (-8.347, -8.425, -2.546)  0.52
H (-9.030, -7.114, -0.723)  0.01
C (4.520, 2.691, 10.145)  -1.53
Cl (5.502, 2.820, 8.679)  0.48
Cl (2.930, 3.421, 9.896)  0.53
Cl (4.359, 1.002, 10.637)  0.53
H (5.024, 3.232, 10.940)  0.02
C (-10.570, 0.206, -3.696)  -1.57
Cl (-11.636, -0.850, -2.760)  0.52
Cl (-10.987, 0.144, -5.413)  0.52
Cl (-10.657, 1.868, -3.095)  0.51
H (-9.548, -0.147, -3.580)  -0.05
C (0.854, -5.400, -0.205)  -1.54
Cl (1.282, -4.324, 1.129)  0.49
Cl (-0.184, -6.713, 0.363)  0.52
Cl (0.062, -4.497, -1.502)  0.51
H (1.768, -5.834, -0.600)  0.01

Calculated values
HOMO energy   -8.8 eV
Orbital gap   8.2 eV
Multiplicity   1
E_tot   -17628.536628 hartree

---

A molecular structure, C5H14P4, computed with ωB97M-V with the def2-TZVPD basis set.

Last column: Löwdin charge in e.
Cartesian coordinates (Å):
C (1.045, 0.428, -2.458)  -0.12
C (1.783, -0.490, -1.832)  -0.57
C (-0.807, 0.136, 1.306)  -0.68
C (-1.296, -0.228, 0.091)  -0.97
C (-1.339, 1.048, 2.380)  -0.14
P (2.303, -0.356, -0.172)  0.70
P (0.625, -0.820, 1.935)  0.68
P (-0.672, -1.924, -0.380)  0.75
P (-2.175, 0.786, -0.926)  0.80
H (1.023, 0.348, -3.502)  0.04
H (0.910, 1.350, -1.951)  0.02
H (2.138, -1.425, -2.376)  0.08
H (-0.442, 1.590, 2.764)  0.08
H (-1.873, 0.402, 3.003)  0.06
H (-2.030, 1.734, 2.006)  0.04
H (1.758, 0.892, 0.040)  -0.08
H (3.672, 0.030, -0.434)  -0.06
H (0.108, -0.946, 3.145)  -0.13
H (1.418, 0.354, 1.968)  -0.10
H (-1.511, -2.089, -1.552)  -0.09
H (-1.608, -2.594, 0.397)  -0.10
H (-1.892, 0.069, -2.170)  -0.08
H (-1.136, 1.706, -1.280)  -0.10

Calculated values
HOMO energy (spin up / spin down)   -5.4 / -7.7 eV
Orbital gap (spin up / spin down)   6.3 / 5.6 eV
Multiplicity   3
E_tot   -1563.988819 hartree